The following is a quantum chemistry calculation of a molecular structure, C13H22B3NO11, from OMol25.

Structure (ORCA input):
```
! wB97M-V def2-TZVPD RIJCOSX def2/J DEFGRID3
* xyz 0 1
O -0.22624 1.81092 2.52120
N 0.08753 2.14423 1.44645
O 0.74978 3.34424 1.48032
C 1.01257 3.74523 0.09753
B 2.55825 3.55037 -0.27111
O 3.58240 4.25702 0.41238
B 4.03631 5.20905 -0.54095
O 4.09212 4.88965 -1.90646
B 3.70588 3.56312 -2.20526
O 3.00781 2.71731 -1.32273
H 0.72470 4.78993 -0.05969
H 0.41404 3.10177 -0.55379
H 4.31206 6.28421 -0.12691
H 3.95253 3.14002 -3.28326
O -5.96959 0.16995 6.20283
C -5.04115 0.44313 5.50383
O -4.98206 0.12186 4.18733
C -3.69821 0.48876 3.65388
C -3.16894 1.55687 4.59087
C -3.76776 1.13729 5.92591
H -3.06204 -0.40004 3.63584
H -3.82079 0.85271 2.63546
H -2.08253 1.62502 4.59397
H -3.56580 2.53246 4.30215
H -3.13485 0.41997 6.45123
H -3.98444 1.98815 6.56588
O 4.35632 0.22342 -4.68034
C 3.32689 -0.03217 -4.12821
O 2.51346 0.91788 -3.60544
C 1.41915 0.29024 -2.91638
C 1.31204 -1.09777 -3.51670
C 2.75872 -1.40656 -3.86582
H 1.65178 0.26496 -1.84893
H 0.51375 0.87771 -3.06526
H 0.85762 -1.82118 -2.84702
H 0.71321 -1.06052 -4.43054
H 3.29322 -1.85559 -3.02700
H 2.84454 -2.03571 -4.74732
O 1.29674 -4.00546 -2.08068
C 0.26511 -4.23245 -1.52065
O -0.52628 -3.26062 -1.00670
C -1.63285 -3.85441 -0.30508
C -1.77139 -5.24833 -0.88854
C -0.32980 -5.59077 -1.24011
H -1.39745 -3.87132 0.76195
H -2.52389 -3.24871 -0.45834
H -2.24174 -5.95478 -0.20651
H -2.37232 -5.21032 -1.79943
H 0.20177 -6.03919 -0.39904
H -0.26015 -6.23155 -2.11481
*
```

M = 400.751 g/mol
HOMO level = -9.91 eV
E_LUMO = 0.0 eV
frontier orbital gap = 9.87 eV

Löwdin atomic charge list, values in e, 5 entries:
1 O 0.05
2 N -0.06
3 O -0.07
4 C -0.02
5 B -0.47